# 1
The following is a DFT calculation (ωB97M-V/def2-TZVPD) of a molecular structure, C8H10 in a non-equilibrium geometry.

XYZ file:
```
18
Properties=species:S:1:pos:R:3:forces:R:3
C -2.508 0.237 0.594 0.9 3.6 -3.0
C -1.584 -0.341 -0.481 -1.3 -4.4 3.2
C -0.167 -0.217 -0.213 3.2 0.9 -0.9
C 0.467 1.082 -0.276 -6.4 2.1 -0.2
C 1.747 1.284 -0.035 1.8 -4.1 0.5
C 2.617 0.196 0.197 -3.3 -1.3 -1.0
C 2.102 -1.092 0.134 -5.9 8.6 -1.6
C 0.734 -1.277 -0.085 -1.7 -2.7 0.8
H -2.289 -0.112 1.590 -0.1 0.2 0.2
H -3.463 -0.040 0.158 -0.7 0.3 0.9
H -2.328 1.458 0.377 -0.9 -3.1 1.5
H -1.973 -1.430 -0.637 1.4 0.9 0.9
H -1.840 -0.106 -1.416 -0.9 2.4 -3.6
H -0.358 2.146 -0.431 2.8 -3.5 0.4
H 2.274 2.113 -0.040 1.5 4.7 -0.2
H 3.628 0.331 0.257 2.5 0.5 0.5
H 2.628 -1.808 0.322 6.1 -8.2 1.8
H 0.313 -2.423 -0.017 1.0 3.1 -0.4
```
Forces are in eV/Å.

* E_HOMO: -8.950 eV
* orbital gap: 10.0 eV
* energy above the lowest of the compared OMol25 structures with the same formula, charge and spin: 338.53 kJ/mol

Okay, here come the Löwdin numbers, in e, for every atom: number 1, C, carries -0.09; number 2, C, carries -0.29; number 3, C, carries -0.26; number 4, C, carries -0.05; number 5, C, carries -0.12; number 6, C, carries -0.04; number 7, C, carries -0.07; number 8, C, carries -0.03; number 9, H, carries 0.07; number 10, H, carries 0.06; number 11, H, carries 0.12; number 12, H, carries 0.14; number 13, H, carries 0.06; number 14, H, carries 0.19; number 15, H, carries 0.05; number 16, H, carries 0.07; number 17, H, carries 0.00; number 18, H, carries 0.16

# 2
The following is a DFT calculation (ωB97M-V/def2-TZVPD) of a molecular structure, C8H10 in a non-equilibrium geometry.

XYZ file:
```
18
Properties=species:S:1:pos:R:3:forces:R:3
C -2.866 -0.091 0.136 -4.6 1.4 -1.3
C -1.430 -0.119 -0.269 -0.9 6.3 1.7
C -0.764 1.194 -0.310 3.6 -0.8 1.6
C 0.663 1.174 0.103 -4.7 0.9 -1.4
C 1.391 0.041 0.218 1.7 -1.1 -4.1
C 2.928 -0.032 -0.049 -0.9 1.0 3.0
C 0.749 -1.091 -0.227 0.2 -2.8 4.3
C -0.662 -1.168 -0.120 4.9 1.6 -1.8
H -3.213 1.284 -0.050 0.6 -4.7 0.7
H -3.475 -0.815 -0.773 1.2 2.2 3.2
H -3.434 -0.452 1.572 2.1 0.9 -4.4
H -1.133 2.237 -0.493 -0.4 -1.5 0.3
H 1.165 2.055 0.259 0.8 2.4 0.2
H 3.204 -1.063 -0.018 0.3 -0.8 0.8
H 3.197 0.169 -1.068 0.0 1.2 -0.3
H 3.418 0.559 0.797 0.1 -0.7 -1.7
H 1.424 -1.917 0.210 -1.6 0.0 -1.8
H -1.161 -1.966 0.082 -2.4 -5.6 1.0
```
Forces are in eV/Å.

* E_HOMO: -8.755 eV
* orbital gap: 9.1 eV
* energy above the lowest of the compared OMol25 structures with the same formula, charge and spin: 644.18 kJ/mol

Okay, here come the Löwdin numbers, in e, for every atom: number 1, C, carries -0.14; number 2, C, carries -0.41; number 3, C, carries 0.02; number 4, C, carries -0.05; number 5, C, carries -0.30; number 6, C, carries -0.04; number 7, C, carries -0.04; number 8, C, carries -0.09; number 9, H, carries 0.15; number 10, H, carries 0.12; number 11, H, carries 0.20; number 12, H, carries 0.11; number 13, H, carries 0.07; number 14, H, carries 0.04; number 15, H, carries 0.07; number 16, H, carries 0.10; number 17, H, carries 0.13; number 18, H, carries 0.06

# 3
The following is a DFT calculation (ωB97M-V/def2-TZVPD) of 2 unconnected molecules or ions with the total composition C8H10 in a non-equilibrium geometry.

XYZ file:
```
18
Properties=species:S:1:pos:R:3:forces:R:3
C -2.668 -2.184 -1.717 -1.1 0.2 -0.3
C -2.175 -1.755 -0.709 0.8 -0.9 0.0
C 1.279 0.814 -0.976 -1.2 -6.0 -3.0
C -0.256 -0.587 0.163 0.4 0.8 1.5
C 1.472 1.754 -0.170 1.0 3.8 1.0
C -1.333 -1.465 0.410 3.6 3.9 -3.2
C 2.507 2.890 -0.427 0.4 -0.9 0.9
C -1.627 -2.061 1.710 -0.3 1.4 -0.2
H -3.328 -2.412 -2.528 0.4 0.0 0.1
H 1.880 0.343 -1.852 -1.6 1.1 1.6
H 0.285 -0.084 1.020 -0.7 -1.4 -0.6
H 0.809 1.828 0.669 -0.1 0.3 0.6
H 2.750 3.004 -1.494 0.1 -0.4 0.4
H 3.438 2.589 0.185 -1.3 1.0 -1.0
H 2.093 3.876 -0.137 0.3 -0.6 0.3
H -1.679 -3.077 1.475 -0.4 -1.9 0.4
H -2.582 -1.629 1.956 -0.6 -0.3 0.8
H -0.865 -1.844 2.423 0.4 0.1 0.6
```
Forces are in eV/Å.

* E_HOMO (alpha / beta): -8.299 / -8.308 eV
* orbital gap (alpha / beta): 8.5 / 8.5 eV
* energy above the lowest of the compared OMol25 structures with the same formula, charge and spin: 801.79 kJ/mol

Okay, here come the Löwdin numbers, in e, for every atom: number 1, C, carries 0.12; number 2, C, carries -0.14; number 3, C, carries 0.04; number 4, C, carries 0.14; number 5, C, carries -0.29; number 6, C, carries -0.42; number 7, C, carries -0.09; number 8, C, carries -0.07; number 9, H, carries 0.03; number 10, H, carries 0.10; number 11, H, carries 0.03; number 12, H, carries 0.08; number 13, H, carries 0.07; number 14, H, carries 0.10; number 15, H, carries 0.07; number 16, H, carries 0.07; number 17, H, carries 0.09; number 18, H, carries 0.08

# 4
The following is a DFT calculation (ωB97M-V/def2-TZVPD) of a molecular structure, C8H10 in a non-equilibrium geometry.

XYZ file:
```
18
Properties=species:S:1:pos:R:3:forces:R:3
C -1.705 0.957 -0.968 -1.4 0.8 -1.8
C -0.462 0.106 -1.535 -1.6 -2.0 3.1
C 0.583 0.301 -0.305 -1.7 4.2 -3.8
C 1.914 -0.354 -0.272 -2.8 0.6 -1.0
C 1.751 -1.089 0.828 1.0 -1.3 -0.2
C 0.346 -1.039 1.335 2.0 -3.7 6.0
C -0.340 -0.138 0.718 -1.4 3.3 -0.8
C -1.570 0.849 0.529 1.2 1.0 5.5
H -1.618 2.058 -1.387 -0.1 -2.1 1.1
H -2.806 0.640 -1.213 2.2 0.2 -0.2
H -0.152 0.463 -2.470 0.5 0.1 -1.4
H -0.786 -1.093 -1.460 1.0 3.1 -0.8
H 0.630 1.488 -0.100 0.5 -2.3 -0.9
H 2.417 -0.299 -1.248 0.9 -0.2 1.3
H 2.570 -1.688 1.192 -0.3 -0.6 0.5
H 0.173 -1.664 2.363 -0.2 1.5 -2.7
H -2.442 0.537 1.332 1.7 1.0 -2.7
H -1.089 2.003 1.010 -1.7 -3.6 -1.2
```
Forces are in eV/Å.

* E_HOMO: -8.598 eV
* orbital gap: 9.4 eV
* energy above the lowest of the compared OMol25 structures with the same formula, charge and spin: 486.15 kJ/mol

Okay, here come the Löwdin numbers, in e, for every atom: number 1, C, carries -0.25; number 2, C, carries -0.10; number 3, C, carries -0.36; number 4, C, carries -0.04; number 5, C, carries -0.09; number 6, C, carries -0.07; number 7, C, carries -0.29; number 8, C, carries -0.17; number 9, H, carries 0.13; number 10, H, carries 0.12; number 11, H, carries 0.06; number 12, H, carries 0.18; number 13, H, carries 0.19; number 14, H, carries 0.12; number 15, H, carries 0.09; number 16, H, carries 0.15; number 17, H, carries 0.14; number 18, H, carries 0.18

# 5
The following is a DFT calculation (ωB97M-V/def2-TZVPD) of C8H10BN3O2S in the gas phase in a non-equilibrium geometry.

XYZ file:
```
25
Properties=species:S:1:pos:R:3:forces:R:3
C 3.016 -1.268 0.685 -1.5 -1.9 -0.7
C 2.142 -0.047 0.764 1.4 0.2 -3.4
B 2.900 0.973 -0.210 -0.2 0.5 -1.1
O 4.266 0.841 -0.442 -3.3 -2.8 3.1
O 2.033 1.859 -0.784 -0.7 -2.3 2.6
N 0.791 -0.309 0.295 -1.1 0.3 0.2
C -0.403 0.124 0.797 1.6 -0.7 0.0
C -1.347 -0.322 -0.093 2.2 0.7 0.9
C -2.717 -0.055 -0.123 -1.8 1.5 1.1
C -3.630 -0.633 -1.026 0.8 -2.0 -2.2
C -4.898 -0.370 -0.773 -1.1 1.5 2.1
S -5.060 0.691 0.619 0.1 -0.3 -1.0
C -3.352 0.801 0.780 -0.8 -1.2 -1.2
N -0.672 -0.975 -1.049 -2.9 -0.6 -2.0
N 0.551 -0.956 -0.866 3.4 0.0 0.9
H 3.289 -1.670 -0.366 -1.4 0.5 1.6
H 2.579 -1.985 1.384 0.3 -0.7 -0.5
H 3.952 -1.019 1.011 2.4 0.7 1.3
H 2.164 0.501 1.660 -0.4 0.0 1.8
H 4.730 1.397 -0.962 2.0 3.0 -2.7
H 2.229 2.477 -1.409 1.2 2.5 -2.6
H -0.352 0.530 1.775 -0.6 0.6 0.5
H -3.458 -1.307 -1.925 0.5 0.9 1.5
H -5.737 -0.812 -1.219 -1.0 -0.3 -0.6
H -3.015 1.534 1.477 0.7 0.0 0.4
```
Forces are in eV/Å.

* E_HOMO: -7.845 eV
* structure (SMILES): C[C@@H](B(O)O)n1cc(-c2ccsc2)nn1
* orbital gap: 8.0 eV
* energy above the lowest of the compared OMol25 structures with the same formula, charge and spin: 0.00 kJ/mol

Okay, here come the Löwdin numbers, in e, for every atom: number 1, C, carries -0.06; number 2, C, carries -0.21; number 3, B, carries -0.57; number 4, O, carries 0.20; number 5, O, carries 0.22; number 6, N, carries -0.09; number 7, C, carries 0.03; number 8, C, carries -0.27; number 9, C, carries -0.30; number 10, C, carries -0.17; number 11, C, carries -0.40; number 12, S, carries 0.96; number 13, C, carries -0.36; number 14, N, carries 0.06; number 15, N, carries 0.06; number 16, H, carries 0.13; number 17, H, carries 0.09; number 18, H, carries 0.04; number 19, H, carries 0.14; number 20, H, carries 0.05; number 21, H, carries 0.06; number 22, H, carries 0.12; number 23, H, carries 0.14; number 24, H, carries 0.05; number 25, H, carries 0.06

# 6
The following is a DFT calculation (ωB97M-V/def2-TZVPD) of a molecular structure, C8H10Cl24FInN2OP in a non-equilibrium geometry.

XYZ file:
```
48
Properties=species:S:1:pos:R:3:forces:R:3
C 1.137 0.777 -0.045 -1.0 0.5 -0.5
C -0.186 0.924 -0.865 0.6 -0.6 0.4
F 0.203 1.193 -2.204 -0.1 0.4 0.0
In -1.525 -0.892 -0.895 0.0 -0.3 0.0
N -0.910 -2.450 0.474 -0.3 0.4 -1.0
O -1.682 -1.697 -2.834 -0.4 0.6 0.9
P -3.825 -0.106 -0.050 0.0 0.5 -1.3
N -4.764 0.526 -1.201 0.1 -0.2 0.3
H 1.055 -0.118 0.580 0.4 0.3 0.1
H 1.985 0.724 -0.741 -0.3 -0.3 0.2
H 1.277 1.680 0.561 0.2 -0.3 0.1
H -0.742 1.790 -0.470 0.1 -0.1 -0.5
H -1.191 -2.156 1.399 0.3 0.0 0.3
H 0.101 -2.487 0.413 0.0 -0.1 0.4
H -0.883 -2.209 -2.903 0.4 -0.4 -0.3
H -4.485 -1.128 0.702 0.1 0.5 0.4
H -3.561 0.951 0.882 -0.2 -0.7 0.5
H -4.270 0.410 -2.080 -0.2 0.0 -0.1
C -3.609 -2.209 3.896 -0.1 0.0 -0.2
Cl -2.432 -0.932 3.546 -0.5 -0.5 0.3
Cl -3.240 -2.934 5.474 0.0 0.0 -0.1
Cl -5.241 -1.517 3.933 0.1 0.0 0.0
Cl -3.519 -3.449 2.638 0.0 0.1 0.2
C 3.369 -2.493 -1.942 -0.2 0.0 0.0
Cl 4.888 -3.375 -1.688 -0.1 0.1 0.0
Cl 3.683 -1.036 -2.900 0.0 -0.6 0.2
Cl 2.219 -3.531 -2.800 0.1 0.1 0.1
Cl 2.688 -2.019 -0.381 0.2 -0.3 -0.2
C 0.595 1.738 4.019 -0.1 0.0 -0.1
Cl -0.129 3.289 4.472 0.0 -0.1 0.0
Cl 0.724 0.702 5.452 0.0 0.1 -0.1
Cl -0.430 0.945 2.812 0.5 0.5 0.1
Cl 2.211 2.019 3.354 -0.1 -0.1 0.1
C 1.587 6.354 2.279 0.0 -0.1 -0.1
Cl 2.322 7.834 1.639 0.0 -0.1 0.0
Cl 1.847 5.024 1.142 0.0 0.1 0.1
Cl 2.327 5.954 3.839 0.0 0.1 -0.1
Cl -0.152 6.607 2.502 0.1 0.0 0.0
C 5.715 2.849 -4.001 -0.1 -0.1 0.0
Cl 7.294 2.113 -4.330 -0.1 0.1 0.0
Cl 5.290 3.947 -5.325 0.0 -0.1 0.1
Cl 4.489 1.581 -3.865 0.2 0.6 -0.2
Cl 5.794 3.759 -2.483 0.0 -0.1 -0.1
C -3.206 -5.387 -2.402 0.0 0.3 0.0
Cl -3.646 -7.098 -2.593 0.0 0.0 0.0
Cl -1.485 -5.184 -2.765 -0.1 -0.1 0.0
Cl -4.167 -4.402 -3.512 0.1 -0.1 0.1
Cl -3.522 -4.882 -0.737 0.1 0.0 -0.2
```
Forces are in eV/Å.

* net charge: -1
* E_HOMO: -4.799 eV
* orbital gap: 6.3 eV

Okay, here come the Löwdin numbers, in e, for every atom: number 1, C, carries -0.21; number 2, C, carries -0.41; number 3, F, carries -0.16; number 4, In, carries 0.60; number 5, N, carries -0.17; number 6, O, carries -0.42; number 7, P, carries 0.48; number 8, N, carries -0.44; number 9, H, carries -0.01; number 10, H, carries 0.04; number 11, H, carries 0.01; number 12, H, carries 0.06; number 13, H, carries -0.14; number 14, H, carries -0.12; number 15, H, carries -0.11; number 16, H, carries -0.10; number 17, H, carries -0.09; number 18, H, carries -0.11; number 19, C, carries -2.01; number 20, Cl, carries 0.48; number 21, Cl, carries 0.51; number 22, Cl, carries 0.52; number 23, Cl, carries 0.53; number 24, C, carries -2.00; number 25, Cl, carries 0.51; number 26, Cl, carries 0.49; number 27, Cl, carries 0.54; number 28, Cl, carries 0.60; number 29, C, carries -1.99; number 30, Cl, carries 0.51; number 31, Cl, carries 0.53; number 32, Cl, carries 0.54; number 33, Cl, carries 0.53; number 34, C, carries -2.04; number 35, Cl, carries 0.51; number 36, Cl, carries 0.52; number 37, Cl, carries 0.50; number 38, Cl, carries 0.51; number 39, C, carries -2.03; number 40, Cl, carries 0.51; number 41, Cl, carries 0.52; number 42, Cl, carries 0.49; number 43, Cl, carries 0.52; number 44, C, carries -2.03; number 45, Cl, carries 0.49; number 46, Cl, carries 0.53; number 47, Cl, carries 0.54; number 48, Cl, carries 0.52